[1]
Molecular formula: C25H56NbO29S7
Method: DFT, ωB97M-V/def2-TZVPD

highest occupied orbital energy	-3.99	eV
Kohn-Sham gap	0.199	Ha

Geometry as ORCA input:
```
! wB97M-V def2-TZVPD RIJCOSX def2/J DEFGRID3
* xyz -1 1
H -0.29 2.40 -1.61
H -1.86 -11.05 -0.33
H -1.07 -12.07 -2.40
H -1.35 -1.75 -1.68
O 6.40 0.47 5.73
H -3.69 5.11 2.56
O -1.18 -7.07 -9.13
H 6.33 2.72 4.16
H -3.12 0.00 -2.01
C -0.05 -5.72 -3.74
S -0.15 -8.92 -1.48
H -3.96 -2.31 -1.11
H 0.12 2.28 0.92
S 9.60 1.55 -0.05
H -2.26 5.87 0.84
H 0.63 -11.69 -2.01
H -1.42 0.18 -0.06
C -8.69 2.35 5.81
O 3.72 6.80 0.59
H -0.38 -11.87 0.20
O -0.01 -6.30 -7.10
O 9.36 2.75 -1.08
C 3.34 8.02 1.23
S 4.82 0.76 5.70
H -0.17 -6.64 -4.31
O -6.79 1.84 4.57
C -4.22 -0.02 0.73
H -5.95 2.27 0.66
H -5.44 4.50 1.38
S 3.87 5.64 1.69
H -2.52 4.27 -0.93
O 4.54 1.77 6.65
C -5.02 2.42 1.22
S -0.77 -5.82 -8.20
S -7.23 3.28 4.03
H 2.09 1.30 1.84
H -6.72 1.93 6.62
C -3.37 4.31 1.88
O -0.54 -10.08 -2.54
O -2.13 -4.72 -4.03
H 8.01 0.99 4.52
H 1.17 1.31 -0.14
O 5.15 5.03 1.53
H 5.09 8.22 2.50
H 2.44 2.85 2.65
H -3.04 3.50 2.55
H -2.99 -7.83 -9.80
H -2.60 -8.14 -8.09
H 1.26 3.32 -1.70
H -1.78 2.95 0.03
C -7.39 1.57 5.83
H 6.93 -0.28 3.89
H -7.55 0.50 5.95
H -0.65 -4.55 -5.47
C -0.76 -4.56 -4.39
H 6.15 1.71 2.71
H 7.33 2.76 -1.42
O -2.42 -4.37 -1.61
O -6.17 4.20 4.24
C 0.88 2.33 0.13
C -1.78 4.02 -0.16
H 8.39 3.95 1.20
H 3.56 8.61 3.32
C -0.35 4.38 -0.66
O -0.21 -9.84 -0.16
C 6.09 1.72 3.79
H 1.01 -5.52 -3.60
H -5.21 2.24 2.29
O -2.23 -5.45 -7.68
O 10.85 1.77 0.60
H -2.05 -2.18 0.79
H -0.45 5.06 -1.51
O 2.04 3.01 0.65
H 2.26 8.04 1.33
C -2.14 4.82 1.11
H 3.66 2.11 1.61
C -2.56 -7.41 -8.90
H 6.80 3.21 0.91
O 4.12 -0.47 5.69
H -3.41 -5.47 -9.36
O -0.30 -4.78 -9.05
H -9.07 2.56 6.81
O 1.21 -8.55 -1.69
O -1.19 -7.97 -1.46
C 2.58 2.27 1.73
H 8.05 4.37 -1.18
H -0.41 -3.60 -3.98
H -3.00 1.65 1.38
H -4.47 4.13 -0.03
C -3.89 1.49 0.77
O 2.69 4.87 1.74
H -4.13 -6.25 -7.93
H 0.21 4.80 0.18
O -0.69 -5.89 -2.47
H 3.67 8.87 0.63
O -8.36 3.57 5.14
O 3.92 6.60 2.98
O -7.85 3.12 2.77
H -5.18 -0.21 0.24
O 8.41 1.90 0.96
C 4.03 7.97 2.58
H -3.60 1.77 -0.26
H -9.46 1.84 5.23
C -4.59 3.89 1.03
C -0.41 -11.36 -1.91
C 6.97 0.67 4.43
O -3.10 -6.50 -2.68
C 7.85 3.18 0.64
H -4.20 -0.47 1.73
H -1.27 4.74 1.77
Nb -2.68 -1.10 -0.57
O 4.77 1.39 4.22
C 0.38 3.09 -1.09
O 9.30 0.32 -0.69
C -0.78 -11.11 -0.47
C -3.21 -6.10 -8.49
C 8.06 3.33 -0.85
S -2.23 -5.39 -2.57
*
```

[2]
Molecular formula: C4H4S
Method: DFT, ωB97M-V/def2-TZVPD

highest occupied orbital energy (spin up / spin down)	-8.25 / -8.21	eV
Kohn-Sham gap (spin up / spin down)	0.238 / 0.235	Ha
SMILES	CC#CC=S

Geometry as ORCA input:
```
! wB97M-V def2-TZVPD RIJCOSX def2/J DEFGRID3
* xyz 0 1
C 2.36 -0.73 0.01
H -2.06 1.61 -0.20
S 3.61 0.40 0.06
H -2.37 0.33 0.99
C 1.07 -0.49 -0.05
H 2.65 -1.78 0.04
H -2.62 0.00 -0.73
C -1.99 0.53 -0.01
C -0.63 0.13 -0.11
*
```

[3]
Molecular formula: C22H40As4F7KN2O2
Method: DFT, ωB97M-V/def2-TZVPD

highest occupied orbital energy (spin up / spin down)	-4.53 / -4.53	eV
⟨S²⟩	0.788
Kohn-Sham gap (spin up / spin down)	0.250 / 0.227	Ha

Geometry as ORCA input:
```
! wB97M-V def2-TZVPD RIJCOSX def2/J DEFGRID3
* xyz -1 2
F 0.85 -4.93 -2.80
C 1.45 -1.73 2.06
H -0.65 2.39 5.93
H 3.20 1.92 4.56
C 2.89 1.26 -1.42
H 1.06 2.63 6.33
H -0.55 -0.76 -6.15
H 2.29 2.88 -0.17
N 3.54 0.18 -1.63
C 2.03 1.70 -2.52
C -1.60 0.65 2.73
C -2.86 -1.22 -2.20
H -1.28 0.77 -5.38
C -1.13 -0.30 -5.36
H 2.44 1.31 0.67
C 2.87 1.96 -0.09
C -1.42 -0.87 2.61
H -1.52 3.95 0.74
O 4.25 -0.25 -0.48
H 3.20 1.64 -4.32
H -0.68 -2.91 -4.90
H 3.89 2.18 0.22
H -2.61 0.59 -3.32
H 2.99 1.06 3.03
F 2.42 -5.18 -0.92
H -1.92 0.47 4.89
C -1.76 -3.19 -3.09
H -2.40 -1.33 2.47
H -2.83 2.68 -2.01
H 2.31 2.69 3.23
C 0.35 2.52 5.51
F -2.98 -3.28 -1.07
H -0.77 -3.68 2.62
H -1.48 -4.22 -2.96
F 3.26 -4.65 -3.20
C -0.24 1.37 2.84
H -3.63 2.99 -0.44
H 0.15 3.31 0.67
C -2.41 1.24 1.56
H -0.39 2.45 2.82
C -1.32 -2.45 -4.16
H -2.83 2.20 1.87
H -3.45 -0.77 -1.41
F 1.75 -2.69 -3.26
C 2.51 1.74 3.73
F 3.36 -2.97 -1.41
H -1.03 -1.27 3.56
C -0.81 3.36 0.15
C -1.62 -1.07 -4.29
C -0.83 -3.48 1.55
F 0.94 -3.20 -1.05
H 2.41 0.13 -3.96
K 0.48 -0.67 -2.06
H 1.36 -2.05 3.10
H -2.53 1.98 4.19
As 0.85 0.96 4.43
O -0.09 2.31 -2.96
H -3.26 0.58 1.35
As 2.12 -3.97 -2.11
H -1.85 -3.64 1.20
H -3.85 1.42 -1.25
C -2.54 -2.56 -2.13
H -0.16 -4.15 1.01
H 0.36 3.43 4.90
H 0.37 1.12 1.97
H 2.05 -2.45 1.50
C -2.41 -0.47 -3.27
H 4.43 -1.17 -0.70
As -1.51 1.57 -0.19
N 0.90 2.22 -2.12
As -0.29 -1.63 1.17
H 1.44 1.51 -4.54
H -0.64 3.81 -0.82
C 2.28 1.21 -3.92
C -3.14 2.23 -1.06
H 1.97 -0.77 2.02
C -2.41 0.91 4.01
H -3.40 0.47 3.93
*
```

[4]
Molecular formula: C4H10O2
Method: DFT, ωB97M-V/def2-TZVPD

highest occupied orbital energy	-10.18	eV
Kohn-Sham gap	0.402	Ha
SMILES	CC(C)O.C=O

Geometry as ORCA input:
```
! wB97M-V def2-TZVPD RIJCOSX def2/J DEFGRID3
* xyz 0 1
H 1.03 -0.49 1.12
C 0.33 0.02 0.46
C 1.86 1.96 0.04
H 2.07 1.55 -0.95
H -2.47 -2.76 0.20
C 0.48 1.53 0.51
H -0.69 -0.27 0.71
H 2.62 1.60 0.72
H -1.28 2.34 0.16
H 0.34 1.91 1.53
O -0.49 2.15 -0.35
O -0.77 -2.80 -0.89
C -1.47 -3.19 0.01
H -1.14 -4.01 0.67
H 0.53 -0.30 -0.56
H 1.96 3.04 -0.03
*
```

[5]
Molecular formula: C4H6N4O
Method: DFT, ωB97M-V/def2-TZVPD

highest occupied orbital energy	-9.16	eV
Kohn-Sham gap	0.342	Ha
SMILES	[H]/N=N\C1=CNNC(=O)C1

Geometry as ORCA input:
```
! wB97M-V def2-TZVPD RIJCOSX def2/J DEFGRID3
* xyz 0 1
H 1.69 1.40 0.01
H 2.11 0.14 -1.57
N -1.52 0.88 -0.31
C -0.45 -1.37 0.43
C 0.69 0.97 0.12
N -0.40 1.73 0.16
N 2.12 -0.74 0.27
H -0.60 1.98 1.30
H -2.22 1.34 -0.76
N 2.85 -0.36 -0.76
C 0.73 -0.45 0.14
O -2.80 -0.98 -0.46
C -1.66 -0.53 -0.12
H -0.21 -2.47 0.08
H -0.33 -1.55 1.48
*
```

[6]
Molecular formula: C35H42ClHoN3O4
Method: DFT, ωB97M-V/def2-TZVPD

highest occupied orbital energy (spin up / spin down)	-1.02 / -2.70	eV
⟨S²⟩	6.017
Kohn-Sham gap (spin up / spin down)	0.131 / 0.192	Ha

Geometry as ORCA input:
```
! wB97M-V def2-TZVPD RIJCOSX def2/J DEFGRID3
* xyz -1 5
H 3.86 -1.78 3.27
H -2.61 0.36 1.68
C -1.21 3.51 5.74
C -3.06 1.30 -0.22
H 0.06 -0.09 2.99
H -3.46 -0.69 0.50
C -2.39 1.30 5.83
C -3.39 0.33 0.90
H -4.58 2.37 -1.38
H -3.89 4.37 2.99
N -1.84 0.83 -0.95
H 1.80 -2.77 3.81
H -3.56 -0.49 5.95
C -2.77 2.68 0.32
O 3.97 -1.02 1.33
H -0.43 0.80 6.56
C -0.07 -0.40 -2.92
C 1.70 -2.42 -2.06
H -1.49 1.56 7.78
H -1.64 -3.20 -4.09
C -2.10 0.87 -2.25
C 1.40 -2.48 2.82
H -4.89 2.37 3.03
C 2.60 -3.54 -1.61
H 3.64 -3.34 -1.89
C -0.62 4.45 2.71
C 2.01 -1.09 -1.81
H -5.20 0.20 4.19
H 0.29 -2.51 2.88
O -3.34 1.22 -2.58
C -0.02 6.76 2.24
H -1.76 -0.13 7.30
C -0.38 -1.74 -3.15
C -4.10 1.39 -1.34
H 1.73 -3.22 2.08
H -4.34 0.60 1.37
H -1.79 -1.58 -4.76
C 1.11 -0.08 3.30
H 3.55 0.31 -1.16
C -4.19 2.05 3.81
H -1.63 8.22 2.18
H 2.58 -3.73 -0.53
C 1.90 -1.08 2.50
C -4.36 0.83 4.46
H -3.38 6.55 2.84
H -2.00 2.60 1.11
H -0.56 1.65 -3.40
H 1.51 0.92 3.11
H -0.18 3.15 5.57
H 1.37 5.14 2.26
H 0.30 -3.78 -2.99
H -1.26 4.52 5.30
C -1.46 0.86 6.93
N -3.00 4.05 3.38
H 2.31 -4.48 -2.09
C -2.33 6.23 2.72
H 1.58 0.96 -2.44
H 1.15 -0.28 4.37
H -3.66 3.13 0.77
H 4.06 -1.39 -1.17
H -1.33 3.60 6.84
N 1.75 -0.76 1.04
H 3.67 0.01 3.10
C -3.08 2.87 4.13
C -2.23 2.55 5.21
H -1.60 0.45 -4.20
C -0.09 3.02 2.81
H -2.56 -1.97 -3.22
C 3.22 -0.72 -0.97
C 0.52 -2.73 -2.74
C 2.95 -0.85 0.49
C -1.66 -2.14 -3.83
C -1.95 4.89 2.94
C -3.43 0.47 5.44
C 0.32 5.43 2.37
C -1.05 0.68 -3.28
Ho 0.30 0.68 -0.06
C 1.19 -0.07 -2.35
O 0.96 2.89 3.45
H -2.35 3.33 -0.47
H 0.74 7.48 1.95
O -0.73 2.04 2.23
C 3.41 -0.97 2.69
Cl 1.36 2.88 -0.36
H -4.85 0.58 -1.30
C -1.37 7.17 2.38
*
```

[7]
Molecular formula: H22O11
Method: DFT, ωB97M-V/def2-TZVPD

highest occupied orbital energy	-10.91	eV
Kohn-Sham gap	0.388	Ha
SMILES	O.O.O.O.O.O.O.O.O.O.O

Geometry as ORCA input:
```
! wB97M-V def2-TZVPD RIJCOSX def2/J DEFGRID3
* xyz 0 1
O 13.79 -16.27 -11.25
H 12.52 -13.59 -9.91
H 18.88 -16.37 -10.04
H 13.21 -16.70 -10.62
H 13.88 -16.46 -7.54
H 17.63 -16.71 -12.02
H 13.07 -14.38 -11.08
H 18.26 -14.75 -7.61
H 19.14 -12.54 -9.00
H 15.72 -19.33 -10.53
H 18.12 -16.30 -13.39
O 15.80 -19.19 -11.47
H 16.18 -12.04 -11.12
H 15.74 -15.45 -10.52
H 18.47 -16.15 -7.08
O 18.58 -13.27 -8.72
O 14.24 -17.17 -8.07
O 16.78 -12.66 -10.71
H 16.09 -14.99 -12.79
H 14.77 -16.73 -8.73
H 14.81 -14.97 -11.97
H 17.79 -13.18 -9.26
O 18.17 -17.01 -9.99
O 18.27 -15.26 -6.80
O 15.45 -14.39 -12.40
H 16.89 -16.13 -9.81
H 16.22 -18.34 -11.55
H 16.54 -13.51 -11.07
O 17.32 -16.48 -12.89
H 18.34 -17.51 -9.20
O 12.37 -13.77 -10.84
O 16.14 -15.54 -9.66
H 13.70 -16.78 -12.05
*
```

[8]
Molecular formula: C2H5IO2S
Method: DFT, ωB97M-V/def2-TZVPD

highest occupied orbital energy	-9.82	eV
Kohn-Sham gap	0.322	Ha
SMILES	CCS(=O)(=O)I

Geometry as ORCA input:
```
! wB97M-V def2-TZVPD RIJCOSX def2/J DEFGRID3
* xyz 0 1
I -3.64 -0.61 -0.04
C -0.31 0.54 -0.65
H 0.05 1.48 -0.90
H 0.03 0.26 1.59
O -2.28 1.80 1.43
H 0.11 -1.25 0.57
H -0.47 -0.07 -1.49
S -2.26 1.35 0.07
C 0.31 -0.21 0.51
H 1.44 -0.15 0.33
O -2.60 2.27 -0.99
*
```

[9]
Molecular formula: C28H22MoO5S5Sb
Method: DFT, ωB97M-V/def2-TZVPD

highest occupied orbital energy (spin up / spin down)	-1.27 / -1.46	eV
⟨S²⟩	3.803
Kohn-Sham gap (spin up / spin down)	0.201 / 0.176	Ha

Geometry as ORCA input:
```
! wB97M-V def2-TZVPD RIJCOSX def2/J DEFGRID3
* xyz -2 4
C 1.07 -4.56 -2.79
C 0.13 2.47 -4.29
H -0.93 -7.04 -1.64
C 1.70 1.33 1.25
C 0.02 -3.92 -0.68
C -0.42 -6.09 -1.67
C -0.86 2.73 -5.18
C 0.31 4.05 1.83
H -1.67 -0.29 2.49
H -0.87 -0.01 6.69
H -3.00 0.21 -4.37
H -1.09 -2.51 2.26
H 1.74 -4.29 -3.60
H 1.40 2.33 3.90
C 0.44 -5.77 -2.74
C -2.12 0.84 -4.36
H -0.78 3.56 -5.87
H 1.16 3.93 2.48
C -1.20 5.53 0.64
O 1.48 -2.50 -1.79
H -2.12 -1.02 4.80
C -1.10 0.51 -3.40
H 1.01 3.11 -4.25
C -2.01 1.89 -5.22
S 6.89 -1.05 0.42
H -2.81 2.09 -5.93
C -0.62 -5.17 -0.67
C -0.12 1.09 3.02
C -1.12 -3.32 1.54
C -0.14 5.34 1.53
Mo 2.06 -1.03 -0.86
C -0.66 0.30 5.67
C -1.80 4.42 0.06
H -1.28 -5.42 0.15
H -2.14 -3.46 1.18
C 0.60 1.63 4.09
Sb 5.35 -2.24 -0.78
O 0.27 -1.87 0.44
S 1.40 1.25 -2.30
C -0.30 2.93 1.25
O 2.48 2.07 1.80
H -2.61 4.55 -0.66
H -1.54 6.53 0.41
C -0.21 -2.97 0.40
C 0.08 1.37 -3.36
C 0.32 1.25 5.40
C -1.10 0.14 3.30
C -1.36 -0.26 4.61
S 3.99 -0.57 -2.08
H -0.79 -4.24 2.02
O -0.59 0.67 0.67
H -0.36 -0.25 0.80
H 0.61 -6.49 -3.54
H 0.89 1.69 6.21
H 0.36 6.19 1.98
S 3.33 -2.46 0.63
C 0.87 -3.62 -1.75
S -1.35 -0.82 -2.39
O 2.07 0.35 0.46
C 0.15 1.48 1.54
H -1.81 2.28 -0.12
C -1.35 3.14 0.36
*
```

[10]
Molecular formula: C20H40BN2O4
Method: DFT, ωB97M-V/def2-TZVPD

highest occupied orbital energy	-11.45	eV
Kohn-Sham gap	0.305	Ha

Geometry as ORCA input:
```
! wB97M-V def2-TZVPD RIJCOSX def2/J DEFGRID3
* xyz 1 1
H 1.25 -0.30 -0.67
H -2.26 7.38 4.52
O -0.72 5.49 5.14
C 3.77 0.38 -5.02
H -3.05 4.52 4.13
H 1.17 -2.28 1.53
H -0.43 -0.88 2.50
H -4.20 4.06 2.85
C 0.64 -2.23 -0.46
C -1.93 -0.69 0.95
H 1.41 7.70 5.48
H 0.37 -1.37 -3.00
C 1.37 -1.48 -2.52
H 2.00 -4.74 -0.46
C -2.37 2.96 2.84
H 1.51 -1.63 -5.44
C -3.16 4.22 3.09
H 3.04 0.95 -5.59
C 0.60 -3.42 -1.39
N 3.16 -0.77 -4.33
H -1.01 8.05 3.44
C 0.93 -4.73 -0.68
H -1.47 -5.35 -2.15
H -3.36 -1.06 -0.56
C -0.75 -6.15 -2.04
N 1.10 -1.21 -1.09
H 1.16 -6.83 -1.28
H 0.36 -4.85 0.24
H -1.07 8.56 5.13
H -2.04 0.36 0.68
H -1.06 -7.10 -2.46
C 0.61 -5.93 -1.55
H -2.76 5.03 2.47
H -0.43 2.07 2.91
H -0.44 -3.42 -1.77
H -0.74 3.29 4.18
H 2.60 -3.22 -2.10
C 1.60 -2.98 -2.48
H 2.82 -2.76 -5.03
H 1.40 -3.45 -3.43
O 0.42 -5.72 -2.91
H -1.76 -1.46 -1.09
O 2.09 0.93 -2.93
C -2.78 -3.00 0.09
H -1.96 -3.69 -0.11
C 0.23 -2.18 0.97
C -0.90 3.03 3.13
H -3.04 -3.11 1.14
H 3.06 -1.55 -6.27
C -2.43 -1.53 -0.23
H 1.19 1.18 -2.72
H -3.63 -3.33 -0.50
C -0.30 6.58 4.83
C -1.22 7.71 4.46
H 4.25 1.03 -4.29
H 1.75 6.00 5.09
H 1.48 7.20 3.80
C 2.59 -1.73 -5.31
C 1.18 6.88 4.80
H 0.13 -0.01 1.12
C -0.46 -0.88 1.41
H -0.43 3.81 2.53
O -2.90 1.95 2.43
H -0.35 -3.06 1.22
B 2.25 -0.40 -3.31
H 4.53 0.01 -5.70
H -2.60 -0.84 1.80
*
```

What did we get for energy? Answer: -6011.92984; -552.64937; -11364.48516; -308.84363; -450.09155; -3232.49718; -840.83116; -925.49538; -3755.97480; -1221.18303 Eh, in the order shown.